Molecular formula: C30H45HfNO4P2
Method: DFT, ωB97M-V/def2-TZVPD

Positions of all 83 atoms, in Å:
Hf  1.6828  -0.3138  -1.7429
C  -0.4517  -0.7667  0.4519
C  0.0564  -1.6163  -0.6004
C  1.5499  -1.6663  1.1874
C  0.4755  -0.8239  1.5306
C  1.3563  -2.1358  -0.1948
C  -1.7834  -0.1091  0.5016
H  -2.3449  -0.2631  -0.4247
H  -1.7005  0.9855  0.6150
H  -2.3877  -0.5064  1.3418
C  0.4024  -0.0461  2.8037
H  -0.5279  0.5284  2.8842
H  1.2271  0.6842  2.8780
H  0.4695  -0.6958  3.6921
C  2.7715  -1.9210  1.9891
H  2.7131  -2.8152  2.6269
H  2.9899  -1.1000  2.6820
H  3.6226  -2.0423  1.3053
C  2.0691  -3.2635  -0.8809
H  2.7977  -3.6867  -0.1858
H  2.6375  -3.0028  -1.7977
H  1.3837  -4.0829  -1.1618
C  -0.6833  -2.0545  -1.8153
H  -0.6244  -3.1487  -1.9415
H  -0.3195  -1.5995  -2.7609
H  -1.7449  -1.7829  -1.7301
C  -2.7714  2.9560  -1.2939
C  -3.8076  2.1099  -1.3873
C  -4.6595  1.6946  -2.5458
C  -4.6382  2.4000  -3.9497
C  -3.3657  2.1765  -4.7468
C  -2.1914  1.9435  -4.1343
C  -1.3885  2.9395  -3.3814
C  -2.2396  3.7906  -2.4266
H  -5.6671  1.7868  -2.1404
H  -4.6893  3.4943  -3.8187
H  -4.4998  0.6283  -2.7475
H  -3.0411  4.2170  -3.0158
H  -2.2561  3.1449  -0.3237
H  -4.1261  1.6220  -0.4584
H  -1.6227  4.6232  -2.0778
H  -0.6300  2.4297  -2.7821
H  -1.8372  0.9413  -3.9273
H  -0.8426  3.5503  -4.1055
H  -5.4997  2.1122  -4.6035
H  -3.4210  2.4205  -5.8344
P  1.0378  0.7479  -4.2759
C  1.4033  1.8737  -5.7868
C  0.1175  -0.4183  -5.4612
P  2.9619  -1.3564  -3.5182
C  2.8215  0.2840  -4.4095
C  2.2588  -2.5882  -4.7071
C  4.6921  -1.7306  -3.9449
H  2.3044  2.4710  -5.6119
H  0.5355  2.5185  -5.9949
H  1.6418  1.2889  -6.7121
H  0.3659  -0.2567  -6.5166
H  -0.9383  -0.1626  -5.3659
H  0.2300  -1.4818  -5.2867
H  5.0564  -0.9532  -4.6316
H  4.7002  -2.7072  -4.4369
H  5.2939  -1.7412  -3.0299
H  3.3661  1.0854  -3.8451
H  3.2532  0.2486  -5.4436
H  2.7009  -3.5684  -4.4729
H  2.4901  -2.2925  -5.7454
H  1.1762  -2.6802  -4.5823
O  3.3260  0.1756  -0.2281
C  2.7103  1.2579  0.1176
O  1.6314  1.5303  -0.5787
C  3.1160  2.0851  1.3091
C  4.2645  1.7840  2.0738
C  4.3522  2.2023  3.4045
C  3.2914  2.9652  3.9472
C  2.2877  3.5002  3.1161
C  2.2213  3.0530  1.7967
N  3.0776  2.9781  5.3674
O  3.8700  2.3295  6.0874
O  2.1008  3.6069  5.8376
H  5.0716  1.2174  1.6195
H  5.1755  1.9287  4.0742
H  1.5753  4.2103  3.5344
H  1.4609  3.4486  1.1333

Computed properties:
HOMO energy (spin up / spin down): -11.559 / -11.560 eV
LUMO energy (spin up / spin down): -7.8 / -7.8 eV
ΔE to the lowest compared entry with this formula, charge and spin: 214.3 kJ/mol
Energy: -61381.139 eV
Frontier orbital gap (spin up / spin down): 3.80 / 3.80 eV
Net charge: +2

Results of the Löwdin charge analysis, in e, for atoms 1 through 4: Hf 1.594; C -0.174; C -0.382; C -0.169

---

Molecular formula: C3H6O
Method: DFT, ωB97M-V/def2-TZVPD

Positions of all 10 atoms, in Å:
C  0.0912  -1.4462  -0.1214
C  0.1847  -0.0219  0.3258
C  -0.6970  0.7795  -0.2435
O  -1.5094  1.3221  -0.8877
H  -0.5595  -2.0185  0.5427
H  1.0870  -1.8916  -0.1496
H  -0.3264  -1.4615  -1.1319
H  0.8535  0.3064  1.1113
H  0.7059  2.0601  0.0614
H  0.1700  2.3715  0.4929

Computed properties:
HOMO energy: -8.763 eV
SMILES: CC=C=O.[H][H]
LUMO energy: 0.9 eV
ΔE to the lowest compared entry with this formula, charge and spin: 242.9 kJ/mol
Energy: -5253.177 eV
Frontier orbital gap: 9.65 eV
Net charge: 0

Results of the Löwdin charge analysis, in e, for atoms 1 through 4: C -0.107; C -0.203; C -0.347; O 0.136

---

Molecular formula: C38H50Cl32F2N5OS
Method: DFT, ωB97M-V/def2-TZVPD

Positions of all 129 atoms, in Å:
C  0.2128  0.3326  3.6491
C  -0.8350  1.1353  3.7901
C  -2.2317  1.8893  4.0062
C  -3.0885  2.1112  2.6490
C  -3.4940  0.6900  1.9183
C  -3.7022  0.9145  0.3467
C  -4.9110  0.0311  -0.3370
C  -5.1063  -1.4490  0.2510
C  -6.2012  -1.4519  1.4856
F  -3.9240  -2.1109  0.7631
N  -4.9944  0.1799  -1.8310
C  -4.5775  -0.9629  -2.6884
C  -3.1519  -1.6480  -2.4408
C  -3.1306  -3.2178  -2.9363
C  -1.8230  -3.4345  -3.8809
C  -0.7671  -3.3414  -4.6814
C  -6.4829  0.4378  -2.1336
N  -6.7880  0.6061  -3.5816
C  -7.8412  -0.4128  -4.0052
C  -4.2915  1.4175  -2.3806
C  -2.7797  1.6231  -1.7609
C  -2.5049  3.2140  -1.6666
C  -1.5579  3.7493  -2.9060
C  -0.9262  5.1638  -2.3708
C  0.2886  5.7193  -3.2881
C  1.7339  5.1698  -2.8174
C  2.9747  6.1577  -3.1163
C  4.3190  5.2270  -3.0857
S  5.1606  5.1820  -1.4252
C  5.4923  3.4318  -0.8964
N  6.1657  2.9475  0.3250
N  6.2465  1.5903  0.4833
C  5.5856  1.0691  -0.7221
O  5.1512  2.1833  -1.5382
N  -2.5139  0.8274  -0.5299
C  -1.2033  1.0526  0.1110
C  0.0876  0.9409  -0.9019
C  0.8882  2.3673  -1.0373
F  2.2033  2.2203  -0.3774
H  1.0167  -0.3869  3.2260
H  -2.9141  1.2663  4.7204
H  -2.0658  2.8978  4.5704
H  -4.1064  2.5716  2.9913
H  -2.6333  2.8707  1.9158
H  -4.4397  0.3519  2.5009
H  -2.6787  -0.0997  2.1940
H  -4.0822  2.0247  0.2719
H  -5.8535  0.5903  0.0826
H  -5.5914  -2.2095  -0.4935
H  -7.1823  -1.9762  1.1668
H  -6.3765  -0.4006  1.9177
H  -5.7411  -2.0835  2.3519
H  -5.3835  -1.8070  -2.6143
H  -4.5679  -0.6866  -3.8239
H  -2.3723  -1.1143  -3.1216
H  -2.7307  -1.6211  -1.3801
H  -4.1092  -3.5394  -3.4445
H  -2.9288  -3.8378  -1.9772
H  0.0682  -3.5714  -5.4404
H  -6.8579  1.4250  -1.6314
H  -7.0618  -0.4215  -1.6133
H  -7.1907  1.5411  -3.7580
H  -7.7626  -1.4002  -3.4144
H  -7.6501  -0.7003  -5.1211
H  -8.9174  0.0217  -3.9652
H  -4.2516  1.4492  -3.5286
H  -4.9223  2.3160  -2.0397
H  -2.0769  1.2247  -2.6055
H  -3.4710  3.8688  -1.7523
H  -1.9770  3.5701  -0.7106
H  -0.7540  2.9761  -3.1989
H  -2.1667  4.0036  -3.8492
H  -1.8006  5.9205  -2.3901
H  -0.5599  5.0998  -1.2790
H  0.1571  5.5021  -4.4146
H  0.3032  6.8771  -3.1312
H  1.6829  5.0382  -1.6666
H  1.9154  4.1760  -3.3840
H  3.0886  7.0213  -2.3380
H  2.8828  6.7023  -4.1455
H  4.0641  4.1358  -3.3657
H  5.1095  5.5758  -3.8631
H  5.4464  -0.0515  -0.9620
H  -1.0849  2.1010  0.6188
H  -0.9530  0.2930  0.9621
H  0.8751  0.2243  -0.4206
H  -0.1719  0.4742  -1.9188
H  0.3375  3.2403  -0.5355
H  1.1338  2.5389  -2.1532
C  6.7206  -1.2023  2.9564
Cl  5.0044  -0.8430  2.6551
Cl  7.4597  0.1461  3.8479
Cl  6.8533  -2.6929  3.9186
Cl  7.5632  -1.4217  1.4029
C  -4.3133  -4.4465  4.3731
Cl  -3.4538  -3.8301  5.8018
Cl  -6.0639  -4.2181  4.5896
Cl  -3.7750  -3.5593  2.9286
Cl  -3.9618  -6.1772  4.1703
C  8.2079  -5.2213  -0.1967
Cl  7.8752  -3.8465  -1.2750
Cl  9.9638  -5.4723  -0.0815
Cl  7.5509  -4.8795  1.4197
Cl  7.4413  -6.6862  -0.8509
C  3.0658  -4.5195  4.7087
Cl  2.2387  -3.0711  4.0907
Cl  2.0737  -5.9562  4.3737
Cl  4.6442  -4.6880  3.9078
Cl  3.3059  -4.3612  6.4630
C  11.5413  0.6913  2.8204
Cl  12.6881  0.8899  1.4757
Cl  12.1797  -0.5037  3.9721
Cl  11.3204  2.2509  3.6460
Cl  9.9775  0.1287  2.1889
C  7.3969  6.8956  1.5254
Cl  7.0197  8.2118  0.3878
Cl  9.1602  6.7033  1.6447
Cl  6.7341  7.2899  3.1280
Cl  6.6740  5.3794  0.9414
C  2.1100  -10.0592  5.5167
Cl  0.3948  -9.6992  5.2144
Cl  2.8493  -8.7113  6.4092
Cl  2.2427  -11.5498  6.4763
Cl  2.9523  -10.2755  3.9658
C  -2.8033  -7.2467  -0.5995
Cl  -1.6877  -7.0450  -1.9691
Cl  -2.1124  -8.3989  0.5641
Cl  -3.0514  -5.6763  0.1980
Cl  -4.3627  -7.8636  -1.1906

Computed properties:
HOMO energy: -9.832 eV
LUMO energy: -2.4 eV
Energy: -466675.778 eV
Frontier orbital gap: 7.42 eV
Net charge: +1

Results of the Löwdin charge analysis, in e, for atoms 1 through 4: C 0.071; C -0.102; C -0.198; C -0.194